(1)
{
  "formula": "C46H52AsF2N3O3RuSi2",
  "method": "ωB97M-V with the def2-TZVPD basis set",
  "total_charge": -1,
  "de_lowest_kcal_mol": 6.0,
  "multiplicity": 6,
  "homo_lumo_gap_ha": [0.1751, 0.2342],
  "lumo_ha": [0.0944, 0.0596],
  "homo_energy_ha": [-0.081, -0.175],
  "s2": 8.7846,
  "species": ["Ru", "C", "C", "C", "C", "C", "C", "C", "C", "C", "C", "N", "C", "C", "C", "C", "C", "N", "H", "H", "H", "H", "H", "H", "H", "H", "H", "H", "H", "H", "H", "H", "H", "H", "H", "F", "C", "C", "C", "C", "C", "F", "C", "C", "C", "C", "C", "C", "N", "H", "H", "H", "H", "H", "H", "O", "C", "C", "O", "O", "C", "C", "C", "C", "C", "C", "C", "C", "C", "C", "C", "C", "H", "H", "H", "H", "H", "H", "H", "H", "H", "H", "H", "C", "Si", "C", "C", "As", "Si", "C", "C", "C", "H", "H", "H", "H", "H", "H", "H", "H", "H", "H", "H", "H", "H", "H", "H", "H", "H", "H"],
  "positions_angstrom": [[-1.34, -0.74, 0.70], [1.54, -1.79, 5.32], [0.67, -2.35, 4.19], [1.47, -2.79, 2.98], [2.26, -3.92, 3.09], [2.92, -4.45, 1.98], [2.76, -3.83, 0.75], [1.99, -2.68, 0.60], [1.85, -2.07, -0.77], [3.17, -1.80, -1.50], [1.33, -2.14, 1.73], [0.53, -1.00, 1.61], [0.87, 0.08, 2.41], [0.05, 1.22, 2.31], [0.11, 2.51, 2.85], [-1.01, 3.21, 2.34], [-1.70, 2.33, 1.53], [-1.06, 1.12, 1.49], [0.93, -1.50, 6.18], [2.08, -0.90, 4.98], [2.28, -2.52, 5.66], [-0.07, -1.62, 3.90], [0.13, -3.23, 4.57], [2.34, -4.41, 4.05], [3.52, -5.34, 2.08], [3.25, -4.24, -0.12], [1.30, -1.13, -0.69], [1.23, -2.73, -1.38], [3.74, -1.01, -1.02], [2.96, -1.48, -2.53], [3.81, -2.68, -1.56], [1.78, 0.08, 2.99], [0.85, 2.88, 3.55], [-1.29, 4.23, 2.53], [-2.59, 2.53, 0.96], [-6.12, 1.71, -0.13], [-5.47, 0.65, 0.39], [-4.10, 0.57, 0.26], [-3.40, -0.52, 0.78], [-4.14, -1.54, 1.42], [-5.52, -1.39, 1.54], [-6.27, -2.34, 2.16], [-6.21, -0.32, 1.04], [-3.40, -2.76, 1.83], [-3.93, -3.88, 2.46], [-3.13, -4.99, 2.65], [-1.83, -4.99, 2.19], [-1.35, -3.83, 1.60], [-2.10, -2.74, 1.46], [-3.60, 1.37, -0.27], [-7.28, -0.24, 1.14], [-4.96, -3.88, 2.79], [-3.54, -5.87, 3.14], [-1.18, -5.85, 2.29], [-0.34, -3.77, 1.22], [-0.93, 0.45, -1.52], [-1.35, -0.35, -2.64], [-1.12, -1.84, -2.24], [-1.00, -2.67, -3.12], [-1.14, -2.06, -0.98], [-2.84, -0.12, -2.87], [-3.26, 1.12, -3.35], [-4.61, 1.41, -3.47], [-5.56, 0.45, -3.14], [-5.15, -0.80, -2.69], [-3.80, -1.08, -2.55], [-0.54, 0.01, -3.87], [0.58, 0.83, -3.78], [1.31, 1.15, -4.92], [0.93, 0.65, -6.15], [-0.18, -0.18, -6.25], [-0.91, -0.50, -5.11], [-1.49, 1.23, -1.46], [-2.52, 1.86, -3.63], [-4.93, 2.38, -3.82], [-6.62, 0.68, -3.22], [-5.88, -1.55, -2.42], [-3.49, -2.05, -2.17], [0.88, 1.21, -2.81], [2.17, 1.80, -4.83], [1.50, 0.91, -7.04], [-0.47, -0.58, -7.21], [-1.76, -1.15, -5.18], [3.89, 2.82, 2.69], [4.06, 1.83, 1.11], [4.64, 0.12, 1.63], [5.43, 2.57, 0.05], [2.04, 1.72, -0.11], [1.95, 3.95, -0.84], [0.15, 4.27, -1.27], [2.47, 5.31, 0.36], [3.00, 4.13, -2.39], [4.85, 2.83, 3.22], [3.15, 2.36, 3.34], [3.58, 3.85, 2.51], [5.58, 0.23, 2.19], [4.83, -0.56, 0.79], [3.92, -0.38, 2.29], [6.40, 2.38, 0.51], [5.31, 3.65, -0.06], [5.44, 2.13, -0.95], [-0.45, 4.27, -0.35], [-0.25, 3.50, -1.93], [0.02, 5.24, -1.77], [1.87, 5.28, 1.27], [2.30, 6.28, -0.12], [3.52, 5.25, 0.64], [2.86, 3.28, -3.07], [4.06, 4.16, -2.13], [2.75, 5.05, -2.93]]
}

(2)
{
  "formula": "C46H52BBiGeN4O3S2Si",
  "method": "ωB97M-V with the def2-TZVPD basis set",
  "total_charge": 1,
  "de_lowest_kcal_mol": 16.5,
  "multiplicity": 2,
  "homo_lumo_gap_ha": [0.2618, 0.2402],
  "lumo_ha": [-0.0700, -0.1425],
  "homo_energy_ha": [-0.332, -0.383],
  "s2": 0.7660,
  "species": ["Bi", "C", "Si", "C", "C", "C", "C", "C", "C", "N", "C", "S", "H", "H", "H", "H", "H", "H", "H", "H", "H", "H", "H", "H", "C", "C", "O", "N", "C", "C", "C", "C", "C", "C", "N", "H", "H", "H", "H", "H", "H", "H", "H", "H", "H", "C", "C", "C", "C", "C", "C", "C", "C", "O", "B", "O", "C", "C", "H", "H", "H", "H", "H", "H", "H", "H", "H", "H", "H", "H", "C", "Ge", "C", "C", "C", "C", "C", "C", "C", "C", "C", "C", "C", "C", "C", "C", "C", "C", "H", "H", "H", "H", "H", "H", "H", "H", "H", "H", "H", "H", "H", "H", "H", "S", "C", "C", "N", "C", "H", "H", "H"],
  "positions_angstrom": [[0.05, 0.30, 0.27], [7.49, 0.81, -0.42], [5.69, 1.00, -0.91], [5.32, -0.24, -2.26], [5.41, 2.75, -1.49], [4.65, 0.61, 0.63], [5.28, 0.25, 1.82], [4.54, -0.06, 2.95], [3.17, -0.01, 2.87], [2.52, 0.34, 1.75], [3.24, 0.64, 0.67], [2.33, 1.12, -0.77], [8.12, 1.02, -1.29], [7.73, -0.20, -0.09], [7.78, 1.51, 0.37], [5.98, -0.08, -3.11], [4.29, -0.17, -2.62], [5.49, -1.26, -1.91], [6.11, 3.00, -2.29], [5.56, 3.46, -0.67], [4.40, 2.90, -1.88], [6.36, 0.22, 1.86], [5.03, -0.34, 3.88], [2.55, -0.25, 3.72], [-3.07, -1.71, -2.84], [-2.12, -2.02, -1.71], [-1.75, -1.15, -0.92], [-1.73, -3.30, -1.59], [-0.94, -3.77, -0.46], [0.55, -3.74, -0.71], [1.26, -4.92, -0.88], [2.62, -4.86, -1.12], [3.23, -3.62, -1.19], [2.44, -2.49, -1.01], [1.13, -2.54, -0.77], [-3.12, -0.64, -2.96], [-4.06, -2.10, -2.59], [-2.74, -2.17, -3.77], [-2.04, -3.97, -2.27], [-1.26, -4.78, -0.21], [-1.18, -3.12, 0.38], [0.75, -5.87, -0.83], [3.20, -5.76, -1.25], [4.28, -3.51, -1.38], [2.87, -1.50, -1.06], [-3.63, 2.82, -6.97], [-4.19, 3.78, -5.91], [-5.71, 3.61, -5.86], [-3.85, 5.21, -6.34], [-3.60, 3.51, -4.53], [-4.00, 4.31, -3.45], [-3.53, 4.14, -2.16], [-2.62, 3.12, -1.97], [-2.00, 2.69, -0.81], [-1.22, 1.62, -1.19], [-1.31, 1.38, -2.55], [-2.21, 2.32, -3.02], [-2.67, 2.49, -4.30], [-4.08, 3.05, -7.93], [-3.87, 1.78, -6.73], [-2.55, 2.91, -7.07], [-6.14, 3.79, -6.84], [-6.17, 4.31, -5.16], [-5.98, 2.60, -5.55], [-4.26, 5.41, -7.33], [-2.76, 5.36, -6.39], [-4.26, 5.95, -5.66], [-4.72, 5.11, -3.62], [-3.85, 4.77, -1.34], [-2.32, 1.85, -5.10], [-0.32, -2.09, 3.08], [-1.59, -0.70, 2.52], [-1.92, 0.49, 4.02], [-2.92, 1.47, 3.98], [-3.08, 2.35, 5.04], [-2.26, 2.27, 6.15], [-1.27, 1.29, 6.21], [-1.11, 0.41, 5.15], [-3.21, -1.52, 1.79], [-3.40, -2.85, 2.06], [-4.51, -3.56, 1.55], [-5.42, -2.92, 0.76], [-5.26, -1.54, 0.45], [-6.18, -0.87, -0.39], [-6.02, 0.45, -0.70], [-4.91, 1.16, -0.19], [-4.01, 0.53, 0.63], [-4.15, -0.83, 0.97], [-0.72, -2.66, 3.92], [0.62, -1.62, 3.39], [-0.09, -2.76, 2.26], [-3.57, 1.55, 3.12], [-3.86, 3.11, 4.99], [-2.39, 2.96, 6.98], [-0.64, 1.21, 7.09], [-0.34, -0.35, 5.22], [-2.69, -3.40, 2.67], [-4.64, -4.60, 1.80], [-6.28, -3.44, 0.37], [-7.03, -1.43, -0.77], [-6.73, 0.95, -1.34], [-4.78, 2.20, -0.44], [-3.16, 1.09, 1.00], [0.61, 4.23, 3.22], [0.72, 4.69, 1.58], [0.53, 3.62, 0.78], [0.29, 2.45, 1.46], [0.31, 2.63, 2.75], [0.92, 5.71, 1.29], [0.57, 3.62, -0.29], [0.15, 1.84, 3.47]]
}

(3)
{
  "formula": "C46H52BClN15OTi",
  "method": "ωB97M-V with the def2-TZVPD basis set",
  "total_charge": 3,
  "de_lowest_kcal_mol": 0.0,
  "multiplicity": 1,
  "homo_lumo_gap_ha": 0.1784,
  "lumo_ha": -0.3586,
  "homo_energy_ha": -0.537,
  "species": ["Ti", "C", "N", "C", "C", "C", "C", "C", "C", "N", "C", "C", "C", "C", "C", "C", "N", "C", "C", "C", "C", "C", "N", "H", "H", "H", "H", "H", "H", "H", "H", "H", "H", "H", "H", "H", "H", "H", "H", "H", "H", "C", "C", "N", "N", "C", "B", "N", "C", "C", "C", "N", "N", "C", "C", "C", "N", "N", "C", "C", "C", "N", "H", "H", "H", "H", "H", "H", "H", "H", "H", "H", "H", "H", "C", "C", "C", "C", "C", "O", "C", "C", "C", "C", "C", "C", "Cl", "C", "C", "C", "N", "C", "N", "C", "N", "H", "H", "H", "H", "H", "H", "H", "H", "H", "H", "H", "H", "H", "H", "H", "H", "H", "H", "H", "H", "H", "H"],
  "positions_angstrom": [[0.46, 2.48, 0.01], [2.88, 4.25, -0.21], [2.65, 2.79, -0.37], [3.54, 2.10, 0.61], [2.91, 2.12, 1.95], [3.67, 2.07, 3.10], [3.04, 1.93, 4.33], [1.65, 1.84, 4.34], [0.95, 1.93, 3.16], [1.56, 2.08, 1.97], [3.04, 2.37, -1.75], [1.92, 1.78, -2.54], [2.13, 1.37, -3.85], [1.11, 0.75, -4.54], [-0.10, 0.53, -3.89], [-0.25, 0.98, -2.60], [0.73, 1.62, -1.93], [1.91, 4.99, -1.06], [2.22, 6.21, -1.62], [1.24, 6.88, -2.34], [-0.01, 6.30, -2.46], [-0.24, 5.07, -1.87], [0.70, 4.40, -1.18], [2.75, 4.49, 0.85], [3.91, 4.49, -0.47], [3.63, 1.07, 0.30], [4.52, 2.57, 0.61], [4.75, 2.12, 3.03], [3.61, 1.89, 5.24], [1.10, 1.72, 5.27], [-0.12, 1.87, 3.18], [3.48, 3.21, -2.29], [3.82, 1.61, -1.67], [3.10, 1.53, -4.31], [1.25, 0.42, -5.56], [-0.92, 0.02, -4.38], [-1.17, 0.82, -2.06], [3.21, 6.63, -1.49], [1.45, 7.85, -2.79], [-0.81, 6.79, -3.00], [-1.21, 4.63, -1.92], [-1.33, -1.19, 1.00], [-0.47, -0.49, 0.19], [-0.52, 0.83, 0.51], [-1.44, 0.98, 1.52], [-1.93, -0.23, 1.81], [-2.27, 2.32, 1.72], [-2.80, 2.66, 0.31], [-4.03, 2.90, -0.17], [-3.94, 3.07, -1.54], [-2.58, 2.92, -1.81], [-1.88, 2.70, -0.69], [-1.34, 3.52, 2.10], [-1.60, 4.51, 2.96], [-0.73, 5.56, 2.71], [0.03, 5.14, 1.64], [-0.34, 3.90, 1.27], [-3.26, 2.08, 2.81], [-4.53, 1.59, 2.82], [-4.83, 1.22, 4.10], [-3.65, 1.49, 4.83], [-2.70, 1.99, 4.06], [-1.49, -2.26, 1.00], [0.18, -0.87, -0.57], [-2.69, -0.35, 2.58], [-4.89, 2.95, 0.48], [-4.74, 3.26, -2.23], [-2.09, 2.97, -2.78], [-2.37, 4.40, 3.70], [-0.67, 6.51, 3.23], [0.82, 5.68, 1.13], [-5.13, 1.51, 1.93], [-5.75, 0.81, 4.47], [-3.46, 1.34, 5.88], [2.17, -6.61, -2.36], [0.96, -5.66, -2.38], [1.02, -4.81, -3.65], [-0.30, -6.53, -2.49], [0.96, -4.74, -1.11], [0.09, -3.61, -1.30], [0.65, -5.43, 0.24], [-0.74, -6.00, 0.61], [-1.84, -5.00, 0.90], [-2.02, -4.51, 2.19], [-3.05, -3.63, 2.49], [-3.92, -3.23, 1.49], [-5.19, -2.10, 1.85], [-3.78, -3.72, 0.20], [-2.75, -4.60, -0.08], [2.38, -4.13, -0.99], [2.42, -2.82, -0.35], [2.53, -1.65, -0.96], [2.50, -0.65, -0.09], [2.39, -1.32, 1.10], [2.32, -2.63, 0.98], [2.06, -7.35, -3.16], [2.25, -7.17, -1.42], [3.12, -6.10, -2.54], [1.15, -5.47, -4.51], [1.86, -4.10, -3.67], [0.10, -4.24, -3.81], [-0.33, -6.97, -3.49], [-1.23, -5.96, -2.37], [-0.30, -7.36, -1.78], [-0.78, -3.93, -1.54], [0.90, -4.70, 1.01], [1.37, -6.24, 0.36], [-0.57, -6.56, 1.53], [-1.10, -6.72, -0.12], [-1.35, -4.83, 2.98], [-3.19, -3.27, 3.51], [-4.50, -3.44, -0.56], [-2.69, -5.03, -1.08], [2.80, -3.97, -1.98], [3.04, -4.80, -0.45], [2.61, -1.56, -2.04], [2.34, -0.84, 2.07]]
}

(4)
{
  "formula": "C46H52F6MgN4O6PS2Te",
  "method": "ωB97M-V with the def2-TZVPD basis set",
  "de_lowest_kcal_mol": 6.2,
  "multiplicity": 2,
  "homo_lumo_gap_ha": [0.2480, 0.2633],
  "lumo_ha": [-0.0009, -0.0177],
  "homo_energy_ha": [-0.249, -0.281],
  "s2": 0.7600,
  "species": ["Mg", "C", "P", "C", "C", "C", "C", "C", "C", "C", "C", "C", "C", "C", "C", "H", "H", "H", "H", "H", "H", "H", "H", "H", "H", "H", "H", "H", "C", "C", "C", "C", "C", "C", "Te", "N", "C", "O", "C", "C", "C", "C", "C", "C", "C", "C", "C", "C", "C", "C", "C", "C", "C", "C", "C", "C", "H", "H", "H", "H", "H", "H", "H", "H", "H", "H", "H", "H", "H", "H", "H", "H", "H", "H", "H", "H", "H", "H", "H", "H", "H", "H", "H", "F", "C", "F", "F", "S", "O", "O", "N", "S", "O", "O", "C", "F", "F", "F", "C", "N", "C", "C", "C", "N", "C", "C", "O", "H", "H", "H", "H", "H", "H", "H", "H", "H", "H", "H", "H"],
  "positions_angstrom": [[-1.12, -0.04, 0.34], [-2.04, -2.06, 3.55], [-1.88, -0.31, 2.86], [-0.47, 0.50, 3.80], [-0.33, 0.22, 5.17], [0.73, 0.74, 5.86], [1.61, 1.60, 5.18], [1.43, 1.88, 3.87], [0.40, 1.36, 3.14], [-3.41, 0.55, 3.50], [-4.32, -0.15, 4.25], [-5.50, 0.45, 4.75], [-5.79, 1.74, 4.50], [-4.97, 2.44, 3.63], [-3.75, 1.90, 3.18], [-1.05, -2.47, 3.44], [-2.80, -2.58, 2.90], [-2.38, -2.10, 4.60], [-1.04, -0.43, 5.65], [0.93, 0.47, 6.91], [2.45, 1.97, 5.73], [2.16, 2.48, 3.38], [0.33, 1.64, 2.07], [-4.25, -1.25, 4.42], [-6.19, -0.17, 5.30], [-6.74, 2.16, 4.83], [-5.20, 3.42, 3.27], [-3.05, 2.51, 2.58], [7.24, 3.88, -3.42], [5.93, 3.41, -2.84], [5.75, 3.24, -1.48], [4.56, 2.69, -1.00], [4.36, 2.51, 0.48], [3.53, 2.38, -1.90], [1.75, 1.28, -1.22], [0.77, -0.45, 0.07], [1.65, -1.03, 0.88], [2.82, -0.67, 1.02], [1.32, -2.39, 1.53], [0.50, -3.28, 0.88], [0.43, -4.62, 1.29], [1.10, -5.02, 2.41], [1.76, -4.05, 3.21], [1.87, -2.70, 2.75], [2.07, -0.42, -2.49], [3.22, -1.19, -2.60], [4.51, -0.82, -1.86], [3.15, -2.30, -3.46], [1.99, -2.60, -4.17], [1.92, -3.82, -5.09], [0.91, -1.72, -4.13], [0.94, -0.62, -3.28], [-0.28, 0.31, -3.34], [3.62, 2.69, -3.29], [2.55, 2.47, -4.38], [4.87, 3.20, -3.69], [7.53, 3.25, -4.26], [7.99, 3.87, -2.64], [7.12, 4.91, -3.75], [6.53, 3.54, -0.79], [3.79, 3.32, 0.87], [5.34, 2.50, 0.94], [3.94, 1.60, 0.84], [-0.02, -2.89, 0.00], [-0.20, -5.26, 0.69], [1.22, -6.05, 2.71], [2.15, -4.31, 4.20], [2.31, -1.95, 3.33], [4.33, -0.54, -0.82], [5.01, 0.01, -2.38], [5.10, -1.74, -1.90], [3.99, -3.00, -3.60], [2.44, -3.58, -5.99], [0.86, -4.04, -5.26], [2.46, -4.72, -4.65], [0.11, -1.86, -4.81], [-0.97, -0.06, -4.08], [-0.09, 1.40, -3.58], [-0.76, 0.22, -2.35], [1.52, 2.70, -4.06], [2.56, 1.43, -4.63], [2.83, 3.15, -5.22], [4.99, 3.52, -4.71], [-1.16, 3.52, -2.68], [-2.37, 3.16, -2.22], [-2.64, 1.96, -2.73], [-3.31, 3.93, -2.66], [-2.22, 2.97, -0.38], [-1.27, 1.87, -0.35], [-3.52, 2.62, 0.05], [-1.49, 4.17, 0.27], [-2.19, 5.50, 0.72], [-2.51, 6.41, -0.31], [-3.24, 5.32, 1.69], [-0.70, 6.25, 1.57], [-1.10, 7.28, 2.27], [0.15, 6.69, 0.65], [-0.09, 5.40, 2.40], [-1.61, -2.75, -2.50], [-2.34, -3.27, -1.34], [-2.93, -4.60, -1.65], [-3.80, -5.10, -0.49], [-4.69, -4.01, 0.01], [-3.97, -2.79, 0.32], [-4.82, -1.74, 0.84], [-2.94, -2.38, -0.50], [-2.55, -1.19, -0.43], [-2.25, -2.89, -3.38], [-0.68, -3.29, -2.66], [-1.52, -1.68, -2.41], [-2.07, -5.26, -1.82], [-3.45, -4.57, -2.61], [-3.08, -5.41, 0.32], [-4.36, -5.95, -0.83], [-5.20, -4.36, 0.92], [-5.50, -3.79, -0.65], [-4.98, -1.71, 1.90], [-5.81, -1.81, 0.33], [-4.37, -0.76, 0.66]]
}